No. 1
124
Properties=species:S:1:pos:R:3:forces:R:3 method="wB97M-V/def2-TZVPD" lumo_ev=3.51 spin_multiplicity=1 relative_energy_kcal_mol=153.4 total_charge=-2 homo_energy_ev=-0.34
O -0.6475 0.5610 -2.5406 -1.2289 -0.7347 2.4871
C -1.0232 0.2521 -1.1682 2.4468 -0.2201 -3.1277
C 0.0577 -0.2231 -0.0570 2.2950 2.7374 -1.0820
O 1.2909 0.5106 0.1973 -2.4336 -1.0610 0.6698
H -1.6279 -0.6547 -1.1790 -0.8353 -0.9623 0.1308
H -1.7032 0.9920 -0.7461 0.0060 0.8388 0.4515
H 0.3942 -1.2347 -0.2838 -0.4102 -0.8237 -0.3473
H -0.6833 -0.2335 0.7423 -0.0720 -0.3761 1.3191
C 6.2583 -0.7263 0.1511 0.5036 -0.9293 0.7716
C 4.9044 -0.0965 0.0746 -0.9727 1.7309 -3.1176
O 4.6083 0.4777 -1.0064 1.2999 -0.8922 1.9372
N 3.9451 -0.2148 0.9892 0.0563 -0.7128 0.9130
C 4.0242 -0.8834 2.2739 0.3275 0.9669 -0.6479
H 6.2506 -1.6563 0.7196 -0.4380 -0.6725 -0.3734
H 7.0708 -0.2727 0.7187 -0.1511 1.0684 -0.3196
H 6.5092 -0.8700 -0.8998 0.3923 -0.1172 0.2926
H 3.0471 0.0278 0.5959 -1.7735 0.4160 -0.2732
H 3.1037 -0.7935 2.8506 -0.1888 0.1464 -0.3944
H 4.7697 -0.2902 2.8036 0.3564 -0.7619 0.6796
H 4.2435 -1.9451 2.1610 0.3656 -0.1279 0.2978
C -4.3333 3.1409 -0.7607 -0.4813 0.6442 -1.2067
C -4.9308 1.9747 -1.5277 0.4184 -2.4097 1.3003
O -6.0036 1.4708 -1.2326 -1.2348 0.5056 -0.0074
N -4.1151 1.3476 -2.4013 0.4502 2.8150 1.6645
C -4.4032 0.3503 -3.3311 0.1334 -0.9744 -1.9977
H -3.5341 2.9672 -0.0402 -0.1298 -0.5731 -0.1803
H -5.1519 3.6854 -0.2900 0.1071 -0.0928 0.0613
H -3.9317 3.7415 -1.5769 0.3488 0.6256 0.3161
H -3.2502 1.8615 -2.4908 0.6411 -0.7449 -0.5191
H -4.4560 0.8233 -4.3117 0.1450 -0.0682 -0.4536
H -5.3419 -0.2024 -3.2922 -0.0011 0.2818 1.0381
H -3.5604 -0.3399 -3.3674 0.0060 -0.1558 0.0348
C 0.2285 -5.7232 3.3178 1.6383 1.6237 -0.5037
C 0.5251 -4.1145 3.1233 -0.6243 -1.2881 -1.8549
O 0.3034 -3.3947 4.0663 0.1001 0.4659 1.0330
N 0.9554 -3.5529 1.9161 -0.9700 -2.0372 0.9005
C 1.1841 -4.1612 0.5880 1.2188 0.1354 0.6895
H -0.6679 -6.1408 2.8592 -0.0155 0.4704 -0.0498
H 0.2756 -5.9388 4.3852 -0.4938 0.4577 0.0187
H 1.0972 -6.2687 2.9490 -0.0171 -0.0689 -0.5036
H 1.1456 -2.5625 1.9704 -0.2394 0.1713 -0.0389
H 2.1640 -4.6385 0.6018 0.4148 0.2180 -0.1751
H 1.2127 -3.3213 -0.1062 -0.1100 -0.2275 -0.1304
H 0.5741 -4.9791 0.2047 -0.9829 0.3949 0.5694
C -6.5755 0.0475 1.4573 -0.5437 -0.5188 -1.0281
C -5.5715 0.8542 2.1039 0.8323 0.4250 1.7615
O -5.8812 1.9116 2.6649 1.3334 -0.6308 -0.4275
N -4.3410 0.2429 2.0480 1.5813 2.4985 1.7245
C -3.0790 0.9505 2.4436 0.7020 -0.3070 -1.5485
H -5.9660 -0.6193 0.8474 -1.1206 -0.4234 -0.4978
H -7.1082 0.7993 0.8749 -0.4283 -0.6714 -0.3186
H -7.1959 -0.4707 2.1886 -0.0684 0.0324 -0.1478
H -4.1867 -0.6802 1.6682 -0.4116 0.3656 -0.1630
H -2.4553 0.5705 3.2527 -0.8440 -0.3645 0.5300
H -3.0767 2.0386 2.5065 -1.1358 -0.1049 0.3549
H -2.4032 0.8340 1.5963 0.0980 -0.2656 -0.2953
C 4.8397 4.3996 0.9227 0.0706 0.0239 -0.0648
C 3.5614 3.6107 0.6510 -0.0866 0.9838 0.3491
O 3.1975 3.5078 -0.4847 -0.0466 -0.4329 -0.3266
N 2.8776 3.0715 1.7230 1.1329 0.3203 1.7392
C 3.0008 3.4708 3.1659 -1.3133 0.5421 -1.1585
H 5.6188 3.6527 0.7702 0.3222 0.0758 0.3722
H 4.9252 4.9157 1.8789 0.0367 -0.3468 0.2159
H 4.9896 5.1451 0.1418 -0.2828 -0.1144 -0.0825
H 2.2954 2.2756 1.5043 -0.4397 -0.3631 -0.3654
H 2.8822 4.5487 3.2771 0.0101 0.3116 -0.3826
H 3.8421 3.2731 3.8302 0.5275 -0.8817 -0.6422
H 2.0925 3.1053 3.6450 0.1545 -0.3300 0.1003
C 0.4512 0.5453 4.3742 0.5177 2.4656 0.0478
C 0.2043 0.1933 5.8562 -0.4464 1.8597 -2.0410
O 0.1396 1.0187 6.7623 0.3396 -0.2005 -0.0943
N 0.0615 -1.0876 5.9926 -0.8171 -3.3578 0.4639
C 0.0208 -1.7266 7.2941 -0.0484 0.2839 -0.4691
H 1.5217 0.5331 4.1692 0.1275 -0.4896 -0.0045
H 0.2567 1.6124 4.2665 -0.0926 0.3027 0.3600
H -0.0713 0.2049 3.4802 -0.1809 -1.2005 0.5277
H 0.0956 -1.7033 5.1927 0.1009 0.1497 -0.1827
H -0.1897 -2.7945 7.2377 0.4096 0.0086 -0.4798
H -0.8201 -1.3346 7.8663 0.5139 0.4355 0.4292
H 1.0317 -1.5188 7.6448 -0.3690 -0.3072 1.2537
C 0.4607 1.1460 -7.5601 -0.4410 0.0188 1.5466
C 0.4818 1.0833 -5.9735 1.2567 1.5289 -0.3590
O 1.3339 1.7449 -5.3553 -1.3838 -1.1581 -1.3840
N -0.4976 0.3916 -5.3717 1.1606 0.3896 0.6783
C -1.4051 -0.5046 -5.9133 -1.3038 -1.1993 -1.3257
H 1.3341 1.7398 -7.8294 -0.0041 -0.4722 -0.2316
H -0.4359 1.6709 -7.8897 -0.1172 0.2338 0.1211
H 0.3555 0.1554 -8.0026 0.5911 -0.0192 -0.1439
H -0.4673 0.3423 -4.3633 0.2689 0.5401 1.6061
H -1.6718 -1.3156 -5.2357 0.3027 0.1150 0.4219
H -1.0408 -1.0106 -6.8074 0.0700 0.0397 -0.2671
H -2.3625 -0.0472 -6.1627 -0.2991 0.1954 -0.2536
C 1.0820 -2.9805 -2.9814 -0.5572 -0.0881 -0.0539
C 2.4710 -2.4760 -2.6763 -0.6244 3.7454 -0.8181
O 2.7806 -1.2957 -2.6916 -0.5991 -0.9462 -0.0367
N 3.3429 -3.4219 -2.4800 2.5043 -4.1173 0.5939
C 4.8152 -3.4440 -2.4223 -0.8477 1.0702 -0.9290
H 0.8023 -3.9867 -2.6691 0.3308 -0.1361 1.0976
H 0.9649 -3.1862 -4.0454 -0.0299 1.1249 -0.3993
H 0.4328 -2.2189 -2.5495 -0.5104 0.0277 -0.5586
H 2.9523 -4.3317 -2.6799 0.2609 -0.0323 0.2725
H 5.1944 -3.5354 -1.4044 0.0431 -0.5101 -0.1488
H 5.2725 -2.5467 -2.8392 -0.5018 0.4535 0.1959
H 5.0893 -4.1873 -3.1710 0.4848 -0.5668 0.6961
C -0.5219 3.8247 0.8272 -0.1010 -0.9292 -0.0553
C -0.2538 4.4762 -0.4849 3.0717 -1.2440 -2.7451
O 0.5233 4.0211 -1.3508 -2.1167 1.3997 2.1453
N -0.9806 5.5975 -0.6389 -0.1811 1.5545 -0.7857
C -0.9555 6.5389 -1.8028 -1.2960 -0.8247 0.9575
H -1.0494 4.4294 1.5649 0.1825 0.2581 0.0542
H 0.4057 3.4038 1.2151 -0.2839 -0.1625 -0.0506
H -1.2133 3.0382 0.5247 0.1889 -0.5953 0.4000
H -1.5243 5.7325 0.2015 -0.2915 1.0018 -0.6678
H -0.4077 7.4704 -1.6605 0.3689 -0.2311 0.3104
H -2.0020 6.8140 -1.9342 -0.0963 0.2535 -0.1759
H -0.6622 6.0716 -2.7428 0.3350 -0.3821 0.4722
Cl -2.5419 -6.2235 -0.9326 -0.1841 -0.0949 -0.1679
C -2.6369 -4.5420 -1.5385 0.2334 0.4728 -0.6901
C -2.8168 -3.5907 -0.4140 0.1439 -0.1750 0.9870
Cl -4.4069 -3.8143 0.3352 -0.7464 -0.1141 0.4197
H -3.4508 -4.4078 -2.2510 0.1782 -0.4920 -0.1400
H -1.6625 -4.3493 -1.9874 -0.1693 0.0703 -0.2299
H -2.8067 -2.5267 -0.6507 0.6649 -0.1822 -0.3469
H -2.0833 -3.8982 0.3313 0.0424 0.7234 0.2072

=====

No. 2
118
Properties=species:S:1:pos:R:3:forces:R:3 method="wB97M-V/def2-TZVPD" lumo_ev=-2.79 spin_multiplicity=1 total_charge=+1 homo_energy_ev=-11.21
C 0.7396 1.5992 -2.4596 0.3549 -0.6220 0.2199
C 0.7147 0.1815 -1.8570 -0.8783 0.6264 -0.2678
C -0.3725 -0.6778 -2.5266 0.9792 -0.1290 0.2680
C -0.0610 -0.9791 -3.9926 -0.6374 -0.4426 -0.2739
C -1.2762 -1.4652 -4.8291 0.4930 0.5363 0.2103
C -1.9451 -0.3101 -5.5986 0.5138 -0.5312 0.7515
C -2.6385 0.6697 -4.6384 0.0386 -0.0261 -0.7431
C -3.7518 1.4626 -5.3432 -0.4322 -0.5555 0.6048
C -4.9655 1.7391 -4.4180 0.2448 0.8835 -0.4410
C -6.1460 0.8309 -4.7697 1.1338 0.7757 -0.0837
N -7.1362 0.8267 -3.6369 -0.1256 -1.1659 -0.2844
C -8.5631 1.1059 -4.0207 -1.3625 0.4188 0.3581
O -9.2341 1.4718 -2.8574 0.6118 -0.0664 -0.1464
C -9.5930 0.3516 -2.0324 -0.9297 -0.2355 0.4724
C -11.0944 0.0098 -2.1076 0.3483 -0.7391 0.2004
C -11.3874 -1.3414 -2.8015 -0.2336 0.1912 0.0551
C -8.7419 2.2260 -5.0839 -0.6006 0.6285 -0.4433
N -9.0067 3.5327 -4.5732 0.4108 -0.2159 0.3159
C -7.8923 4.1637 -3.8636 0.4721 0.7407 -0.5471
C -7.2140 5.2438 -4.7293 0.2328 0.0153 0.0908
O -7.6652 2.3424 -6.0046 0.4195 -0.1458 0.8145
C -6.8024 1.2322 -6.0914 -0.3016 -0.5384 -0.4071
C -7.4401 0.0288 -6.8290 0.5432 -0.1810 -0.3563
O -7.6847 -1.0649 -5.9422 -0.1777 0.2338 0.2942
O -7.2273 -2.2776 -6.5279 -0.1624 -0.0341 -0.1938
H -0.2764 1.9962 -2.5103 0.0422 0.1543 0.0586
H 1.1618 1.5858 -3.4638 0.0098 0.1682 -0.0125
H 1.3617 2.2288 -1.8253 -0.0630 0.2349 -0.1602
H 0.4266 0.3054 -0.8101 0.2838 -0.2377 0.1054
H 1.7009 -0.2783 -1.9159 -0.0060 -0.0589 0.0803
H -1.3304 -0.1771 -2.3742 -0.0684 -0.0214 -0.1735
H -0.4052 -1.6282 -1.9852 -0.2754 -0.0267 -0.0614
H 0.3695 -0.1226 -4.5155 0.0531 0.0766 0.1415
H 0.6875 -1.7726 -4.0317 0.1553 0.1332 0.1406
H -0.9054 -2.2256 -5.5169 -0.2604 -0.0031 -0.1445
H -2.0137 -1.9271 -4.1641 0.0217 -0.1594 -0.0705
H -2.6404 -0.7493 -6.3188 -0.1091 0.2574 -0.0654
H -1.1475 0.2166 -6.1266 -0.2106 -0.0090 -0.3528
H -1.8882 1.3494 -4.2328 -0.0733 0.0185 0.1504
H -3.0356 0.1041 -3.7902 -0.1989 0.0303 -0.0568
H -3.4045 2.3942 -5.7840 0.1479 -0.0359 0.0250
H -4.1151 0.8395 -6.1666 0.1053 0.1138 -0.1532
H -4.6841 1.6308 -3.3665 0.0273 -0.1525 -0.0185
H -5.2300 2.7908 -4.5596 -0.3631 -0.0691 0.1662
H -5.7129 -0.1611 -4.8867 -0.3961 -0.2015 0.2172
H -7.1235 -0.1149 -3.2395 -0.0450 0.0371 0.1038
H -6.8874 1.4530 -2.8679 0.0666 0.2989 -0.2513
H -9.0682 0.2094 -4.3842 0.8564 -0.3561 -0.2982
H -9.3398 0.5898 -0.9999 0.1583 0.3330 -0.1220
H -9.0454 -0.5667 -2.2755 0.2808 0.2255 -0.2434
H -11.6565 0.8182 -2.5700 0.0907 0.1274 0.0810
H -11.4234 -0.0902 -1.0735 -0.1696 0.2466 -0.0298
H -11.9001 -1.2070 -3.7529 0.1530 -0.0676 -0.0959
H -10.4810 -1.9295 -2.9539 0.0052 0.0369 -0.1270
H -12.0386 -1.9567 -2.1824 -0.0556 0.0352 -0.0330
H -9.6340 1.9492 -5.6586 -0.0579 -0.2323 0.2039
H -9.8593 3.5423 -4.0339 -0.0499 -0.0368 -0.0407
H -7.1135 3.4395 -3.6040 -0.1361 -0.1051 0.2164
H -8.2045 4.6494 -2.9408 -0.3742 -0.3093 0.0425
H -6.9139 6.0994 -4.1231 -0.0278 -0.0021 0.0002
H -6.3099 4.8776 -5.2192 -0.0813 -0.0952 -0.0735
H -7.8894 5.5894 -5.5082 -0.0784 0.0051 0.0617
H -5.9766 1.5511 -6.7248 -0.1064 0.2627 -0.0147
H -8.3322 0.3347 -7.3801 -0.1711 -0.0436 0.2622
H -6.7327 -0.3251 -7.5806 0.0066 -0.0080 0.0270
H -6.3161 -2.3529 -6.2076 0.0160 0.0022 0.0775
O 4.6375 -0.0743 -0.5308 0.5260 3.1702 0.7861
P 5.9294 -0.3666 0.1385 0.3793 -6.2809 -1.0860
O 6.8655 -1.0127 -1.0159 0.0366 0.7620 0.4823
C 7.3086 -0.1939 -2.1014 0.1934 0.1777 -0.2107
C 8.4730 0.6956 -1.7034 -0.0778 0.0349 0.1453
O 5.5264 -1.7245 0.9569 0.0898 0.4798 0.3334
C 4.1705 -1.9157 1.3731 -0.1026 -0.0743 0.2177
C 3.3714 -2.7797 0.4276 0.1576 -0.1623 -0.2923
O 7.1435 -0.0028 1.1328 -1.2762 2.0141 -0.5419
C 6.8490 0.3200 2.5166 0.2528 0.0423 0.3934
C 7.2744 -0.8209 3.4141 -0.2168 -0.2733 0.0214
H 6.4763 0.4042 -2.4842 -0.0410 -0.0667 0.0273
H 7.6200 -0.8749 -2.8926 -0.0786 -0.1067 0.0748
H 8.1602 1.4499 -0.9786 0.0183 0.0255 -0.0379
H 8.8787 1.2083 -2.5764 -0.0255 -0.0161 -0.0143
H 9.2625 0.1064 -1.2382 0.0170 -0.0340 -0.0584
H 3.6628 -0.9576 1.4889 0.0662 0.0595 -0.0213
H 4.2315 -2.3739 2.3635 0.0012 -0.0537 -0.0391
H 3.3872 -2.3490 -0.5736 -0.0801 0.0814 0.0326
H 2.3373 -2.8473 0.7711 0.0086 -0.0108 -0.0009
H 3.7814 -3.7877 0.3521 0.0215 0.0035 0.1086
H 5.7908 0.5561 2.6481 -0.0123 -0.0205 -0.0622
H 7.4225 1.2139 2.7603 -0.0357 0.0492 -0.1755
H 6.5557 -1.6377 3.3799 0.0037 -0.0126 -0.0718
H 7.3473 -0.4879 4.4503 0.0556 0.0633 -0.0269
H 8.2352 -1.2258 3.0974 0.0677 0.1493 0.0262
O 7.4878 -1.1331 7.7919 -1.5643 -2.4646 -0.1773
P 7.3086 -1.3225 9.2490 3.0415 4.6124 2.4450
O 6.4760 -0.0541 9.8074 -0.2332 -0.8758 -0.2091
C 5.1181 0.1297 9.3981 -0.3561 0.0299 -0.0059
C 4.1691 -0.7828 10.1547 0.1105 -0.1330 -0.0176
O 8.7846 -0.9346 9.8381 -0.2484 -0.6490 -0.0849
C 9.9505 -0.9831 9.0117 0.1760 0.2315 -0.0625
C 10.3515 0.4100 8.5796 -0.0223 0.1722 0.0166
O 6.9844 -2.3059 10.4858 -0.8610 -0.9120 -2.0252
C 7.7839 -3.5014 10.6581 0.0518 -0.2844 0.3015
C 8.7150 -3.3313 11.8392 0.2601 0.2026 -0.0617
H 5.0273 -0.0245 8.3189 0.0789 0.0243 0.0059
H 4.8725 1.1702 9.6071 0.1532 0.0239 0.0086
H 4.3350 -1.8285 9.8879 -0.0441 0.0103 -0.0098
H 3.1327 -0.5319 9.9253 0.0161 0.0244 -0.0195
H 4.3275 -0.6929 11.2289 -0.0239 0.0659 0.0036
H 9.7943 -1.6335 8.1516 -0.1214 0.0704 -0.0425
H 10.7473 -1.4283 9.6133 -0.0824 -0.0006 0.0911
H 9.5338 0.9108 8.0614 -0.0315 -0.1207 -0.0783
H 11.2165 0.3762 7.9151 0.0069 -0.0221 0.0183
H 10.6050 1.0197 9.4478 0.0362 -0.0394 0.0132
H 8.3370 -3.7391 9.7469 -0.0172 0.0565 -0.0242
H 7.0903 -4.3198 10.8502 -0.1037 0.0857 -0.1136
H 9.5713 -2.7120 11.5794 -0.0369 0.0586 -0.0208
H 9.0916 -4.2995 12.1704 -0.0957 -0.0335 -0.0015
H 8.2020 -2.8413 12.6662 -0.0948 -0.1234 0.0106

=====

no.,HOMO-LUMO gap (hartree),energy (hartree)
1,0.1413,-3464.4807
2,0.3097,-2918.6026